# C28H26F6IN4O9S3TeW

C28H26F6IN4O9S3TeW as an isolated structure (ωB97M-V/def2-TZVPD, the Open Molecules 2025 dataset).

CARTESIAN COORDINATES (ANGSTROEM)
O1 -0.31274 -1.74736 1.78574
H1 -1.36143 4.77221 3.29344
C1 2.93543 0.52289 2.61146
C2 0.98997 -5.03751 0.53121
C3 4.23846 -0.37278 -3.34978
H2 -3.68032 3.04567 5.68646
C4 2.13569 -3.44109 -0.47142
C5 -3.04402 1.28211 -1.46426
H3 2.92486 -3.58225 -5.04128
C6 5.07472 -1.11399 -4.16636
H4 -2.36757 4.22649 5.66258
C7 -2.92841 1.80902 3.48752
H5 5.25958 -2.85205 -5.41080
H6 1.43090 -2.25938 -3.60567
N1 0.81162 -0.44568 -1.98545
H7 6.09433 -0.79084 -4.32979
S1 -2.60323 -2.58183 -2.30165
F1 3.91286 1.17633 1.99418
C8 -3.58524 2.40188 -3.50676
C9 -0.15891 -1.45565 4.35726
N2 1.97625 -2.00333 2.86590
H8 -3.85240 4.54537 4.77583
C10 -2.91534 -0.21229 2.07237
H9 -0.73806 -4.49598 -0.57989
H10 -1.99510 3.48726 -4.43208
H11 -4.98323 1.22763 -2.36390
O2 -3.51401 -2.71218 -3.40980
H12 0.72706 2.94575 -1.97683
C11 -2.56921 3.09542 3.84384
C12 -1.32250 2.54311 -2.63392
C13 -1.09734 3.16956 1.91399
I1 3.98634 -5.28633 1.20771
C14 2.45685 -1.94351 -3.74568
W1 -0.33081 -1.51136 -1.04905
C15 -0.13488 4.01782 1.11510
C16 -3.14849 3.76078 5.06047
O3 4.00123 -1.60144 1.52514
C17 -3.97170 1.60427 -2.43554
H13 0.84136 3.55309 0.97227
H14 -0.53348 4.25040 0.12271
F2 -1.45220 -1.72250 4.53758
C18 -2.40798 1.16680 2.36579
F3 0.51760 -1.83871 5.43391
C19 -1.73471 1.75082 -1.56261
H15 0.03119 4.96300 1.62933
O4 -1.86179 -3.80672 -1.94861
H16 4.58586 0.52730 -2.86116
H17 0.63707 -5.88178 1.09901
C20 0.08208 3.03729 -2.84953
O5 0.24054 -3.73686 3.14302
N3 0.14675 -4.24558 -0.12857
O6 -1.31392 -1.60415 -2.70786
C21 2.92634 -0.78851 -3.13125
F4 3.25752 0.35642 3.88870
O7 2.51383 1.05274 -1.67764
H18 0.06725 4.08509 -3.15200
F5 -0.00897 -0.14211 4.19296
C22 -2.28667 2.86466 -3.59406
H19 -4.29996 2.65893 -4.27773
C23 -1.48391 1.85027 1.56878
F6 1.82037 1.25571 2.54210
S2 2.68518 -1.11232 1.78463
H20 2.88646 -2.76159 -0.84142
C24 -1.65893 3.76117 3.03693
O8 -1.99815 -1.63864 -0.36492
H21 -3.63862 1.26905 4.10388
O9 1.84832 -0.79560 0.64446
C25 4.60502 -2.27306 -4.77218
S3 0.44215 -2.34835 2.86583
Te1 -0.34705 1.16183 -0.09861
C26 2.09364 0.05000 -2.20668
C27 3.29660 -2.68521 -4.56400
H22 -3.33136 0.65581 -0.62951
H23 -3.77740 -0.16770 1.40130
H24 -3.24962 -0.69631 2.98997
C28 2.27905 -4.54951 0.35657
N4 0.84705 -3.28280 -0.80148
H25 -2.17057 -0.84969 1.60983
H26 0.56284 2.47061 -3.65001

Computed properties:
Spin multiplicity ... 2
M ... 1211.07 u
Charge ... 0
Lowest unoccupied orbital energy (spin up / spin down) ... -1.82 / -2.45 eV
Orbital gap (spin up / spin down) ... 0.2530 / 0.2411 hartree
DFT total energy ... -4405.24631 a.u.